*a*
Computed, not measured: a cluster of 10 separate species, C40H110N10O10 in total, with ωB97M-V with the def2-TZVPD basis set.

As for the lowest unoccupied orbital energy: 0.0199 hartree. The SMILES is COC[C@H](C)N.COC[C@H](C)N.COC[C@H](C)N.COC[C@H](C)N.COC[C@H](C)N.COC[C@H](C)N.COC[C@H](C)N.COC[C@H](C)N.COC[C@H](C)N.COC[C@H](C)N. As for the orbital gap: 9.4111 eV.

Each line ends with the Löwdin charge.
Element x y z (Å)
C 18.78 12.57 23.14  -0.1065
O 18.48 13.88 22.72  -0.2171
C 17.41 13.97 21.78  -0.1776
C 17.09 15.45 21.60  -0.4118
C 15.91 15.67 20.65  -0.0647
N 18.24 16.12 20.95  0.0603
H 19.31 12.08 22.32  0.0709
H 17.91 11.98 23.47  0.0866
H 19.37 12.64 24.06  0.0761
H 17.76 13.51 20.84  0.1301
H 16.57 13.39 22.17  0.1181
H 16.85 15.89 22.57  0.1289
H 14.99 15.39 21.17  0.0615
H 16.01 15.10 19.73  0.0885
H 15.84 16.72 20.38  0.0436
H 19.05 15.99 21.54  0.0278
H 17.97 17.10 20.96  0.0744
C 19.16 12.52 28.09  -0.0872
O 18.40 13.72 28.14  -0.2386
C 19.18 14.91 28.28  -0.1614
C 19.68 15.46 26.93  -0.3913
C 18.51 15.46 25.93  -0.0586
N 20.86 14.73 26.42  0.0376
H 20.06 12.49 27.48  0.0472
H 18.47 11.73 27.79  0.0773
H 19.50 12.27 29.10  0.0991
H 18.45 15.59 28.72  0.1265
H 20.03 14.65 28.92  0.1251
H 20.12 16.46 26.97  0.1279
H 18.76 16.03 25.03  0.0677
H 17.55 15.88 26.26  0.0635
H 18.36 14.47 25.51  0.0639
H 20.81 13.72 26.44  0.0269
H 20.85 14.87 25.40  0.0127
C 20.83 9.96 19.82  -0.0821
O 22.12 10.44 19.44  -0.1880
C 22.75 9.66 18.47  -0.2543
C 23.83 10.47 17.75  -0.4214
C 23.23 11.46 16.78  -0.0715
N 24.73 9.61 16.96  0.0247
H 20.19 10.18 18.95  0.0928
H 20.45 10.43 20.72  0.0674
H 20.89 8.87 19.87  0.0866
H 23.08 8.67 18.80  0.1225
H 22.03 9.38 17.68  0.1200
H 24.42 11.01 18.49  0.1422
H 22.86 12.41 17.17  0.0667
H 22.48 11.02 16.11  0.0788
H 23.96 11.80 16.03  0.0743
H 25.19 8.95 17.59  0.0682
H 24.19 8.98 16.37  0.0720
C 14.24 21.80 25.94  -0.1304
O 13.85 20.55 25.44  -0.1693
C 14.46 20.33 24.18  -0.2126
C 14.05 18.97 23.61  -0.4438
C 14.43 17.78 24.48  -0.0555
N 14.56 18.83 22.25  0.0723
H 13.62 22.59 25.51  0.0890
H 15.29 22.08 25.78  0.0865
H 14.20 21.85 27.03  0.0874
H 14.10 21.09 23.47  0.1160
H 15.54 20.48 24.22  0.1292
H 12.95 18.99 23.65  0.1232
H 14.01 16.87 24.06  0.0575
H 14.08 17.99 25.49  0.0851
H 15.51 17.59 24.39  0.0765
H 14.38 19.71 21.76  0.0521
H 13.90 18.20 21.81  0.0415
C 13.00 22.60 18.65  -0.1331
O 12.79 21.31 18.17  -0.2144
C 13.88 20.41 18.35  -0.1894
C 13.50 19.00 17.91  -0.4235
C 14.67 18.04 17.87  -0.0508
N 12.89 19.07 16.55  0.0430
H 12.02 23.07 18.68  0.0878
H 13.67 23.22 18.05  0.0884
H 13.33 22.64 19.69  0.0746
H 14.69 20.84 17.75  0.1344
H 14.09 20.36 19.43  0.1092
H 12.74 18.64 18.60  0.1212
H 14.18 17.06 17.90  0.0818
H 15.21 18.00 18.81  0.0544
H 15.29 18.12 16.98  0.0808
H 13.60 19.28 15.86  0.0653
H 12.24 19.85 16.58  0.0591
C 9.73 12.74 25.50  -0.1010
O 9.60 12.18 24.20  -0.1951
C 10.46 12.78 23.23  -0.1966
C 11.93 12.73 23.62  -0.4432
C 12.81 13.20 22.46  -0.0554
N 12.35 11.37 23.99  0.0671
H 10.71 12.47 25.92  0.0682
H 8.97 12.32 26.15  0.0886
H 9.66 13.83 25.45  0.0928
H 10.24 12.19 22.33  0.1310
H 10.08 13.77 22.93  0.1252
H 12.11 13.35 24.51  0.1098
H 12.65 14.27 22.29  0.0466
H 12.48 12.65 21.58  0.0855
H 13.88 13.09 22.62  0.0602
H 13.02 11.40 24.76  0.0345
H 11.56 10.90 24.43  0.0702
C 20.79 10.21 26.05  -0.1121
O 21.82 11.11 26.37  -0.2079
C 23.14 10.59 26.23  -0.1946
C 24.07 11.70 25.77  -0.4349
C 23.48 12.35 24.53  -0.0736
N 25.41 11.19 25.56  0.0350
H 20.67 10.02 24.98  0.0897
H 19.84 10.70 26.28  0.0609
H 20.87 9.28 26.61  0.0946
H 23.47 10.26 27.22  0.1298
H 23.19 9.80 25.47  0.1286
H 24.11 12.49 26.53  0.1432
H 23.17 11.60 23.78  0.0869
H 24.07 13.08 23.98  0.0628
H 22.51 12.83 24.70  0.0534
H 26.05 11.94 25.33  0.0707
H 25.46 10.54 24.79  0.0727
C 14.03 10.47 26.79  -0.1424
O 14.70 11.24 25.85  -0.2250
C 15.58 12.23 26.41  -0.1444
C 14.77 13.47 26.80  -0.3818
C 14.52 14.59 25.77  -0.0551
N 15.50 13.99 27.98  0.0285
H 13.08 10.87 27.18  0.0851
H 14.66 10.03 27.57  0.0936
H 13.60 9.61 26.24  0.0922
H 16.13 11.73 27.21  0.1108
H 16.28 12.48 25.60  0.1212
H 13.81 13.17 27.25  0.1238
H 15.28 15.36 25.75  0.0482
H 13.57 15.09 25.95  0.0750
H 14.52 14.21 24.74  0.0635
H 15.32 14.96 28.24  0.0718
H 16.50 14.02 27.76  0.0307
C 21.14 13.85 19.90  -0.0792
O 22.40 13.99 20.53  -0.1603
C 22.32 14.19 21.91  -0.2230
C 21.76 15.55 22.34  -0.4156
C 22.65 16.67 21.76  -0.0510
N 21.73 15.66 23.80  0.0412
H 21.31 13.73 18.83  0.0859
H 20.46 14.70 20.00  0.0716
H 20.66 12.95 20.29  0.0746
H 21.72 13.45 22.44  0.1147
H 23.34 14.18 22.28  0.1133
H 20.76 15.66 21.91  0.0915
H 22.36 17.68 22.01  0.0745
H 22.53 16.59 20.67  0.0780
H 23.71 16.50 21.99  0.0821
H 22.69 15.77 24.12  0.0906
H 21.38 16.58 24.06  0.0874
C 11.93 16.72 21.32  -0.1397
O 11.88 18.08 21.02  -0.2107
C 10.71 18.69 21.55  -0.1952
C 10.38 20.05 20.97  -0.4221
C 11.33 21.18 21.40  -0.0537
N 8.96 20.38 21.27  0.0468
H 10.99 16.24 21.00  0.0949
H 12.08 16.45 22.37  0.0806
H 12.74 16.20 20.81  0.0775
H 9.89 18.03 21.23  0.1236
H 10.79 18.81 22.64  0.1292
H 10.54 19.95 19.89  0.1395
H 11.52 21.19 22.47  0.0780
H 10.92 22.10 21.00  0.0760
H 12.35 21.13 21.02  0.0461
H 8.79 21.16 20.64  0.0707
H 9.00 20.76 22.21  0.0734

***

*b*
Computed, not measured: a cluster of 10 separate species, C40H110N10O10 in total, with ωB97M-V with the def2-TZVPD basis set.

As for the lowest unoccupied orbital energy: 0.0074 hartree. The SMILES is COC[C@H](C)N.COC[C@H](C)N.COC[C@H](C)N.COC[C@H](C)N.COC[C@H](C)N.COC[C@H](C)N.COC[C@H](C)N.COC[C@H](C)N.COC[C@H](C)N.COC[C@H](C)N. As for the orbital gap: 9.2332 eV.

Each line ends with the Löwdin charge.
Element x y z (Å)
C 0.68 0.77 -1.52  -0.0686
O 0.42 0.49 -0.11  -0.1924
C -0.37 -0.66 0.16  -0.2363
C -0.45 -0.94 1.65  -0.4374
C -1.39 -2.06 2.11  -0.0608
N -0.96 0.29 2.23  0.0348
H -0.20 1.01 -2.11  0.0833
H 1.13 -0.11 -1.97  0.0771
H 1.47 1.51 -1.67  0.0832
H -1.37 -0.65 -0.28  0.1250
H 0.04 -1.56 -0.29  0.1187
H 0.55 -1.18 2.00  0.1370
H -2.43 -1.83 1.86  0.0677
H -1.37 -2.25 3.19  0.0757
H -1.20 -3.06 1.73  0.0685
H -0.41 0.99 1.74  0.0577
H -1.91 0.36 1.89  0.0672
C 4.32 -2.68 10.52  -0.1143
O 3.38 -2.32 9.55  -0.2228
C 3.58 -1.07 8.84  -0.1695
C 2.65 -1.25 7.60  -0.4058
C 3.34 -2.24 6.54  -0.0480
N 2.22 -0.04 6.94  0.0165
H 4.00 -3.72 10.62  0.0931
H 4.30 -2.05 11.41  0.0893
H 5.26 -2.72 9.97  0.0849
H 3.22 -0.19 9.38  0.1135
H 4.59 -0.81 8.51  0.1217
H 1.79 -1.79 8.00  0.1214
H 3.91 -1.67 5.81  0.0632
H 2.70 -2.81 5.87  0.0606
H 4.04 -2.90 7.06  0.0634
H 1.65 -0.14 6.11  0.0680
H 1.53 0.47 7.47  0.0642
C 2.66 -6.56 1.38  -0.0816
O 1.51 -7.25 1.92  -0.1976
C 1.87 -8.24 2.85  -0.2215
C 0.57 -8.87 3.49  -0.4191
C -0.30 -9.65 2.48  -0.0647
N -0.25 -7.82 4.02  0.0141
H 3.56 -7.13 1.15  0.0871
H 2.89 -5.78 2.10  0.0836
H 2.30 -6.06 0.49  0.0844
H 2.40 -9.08 2.41  0.1150
H 2.52 -7.87 3.64  0.1171
H 0.78 -9.50 4.35  0.1339
H 0.22 -10.56 2.19  0.0686
H -0.52 -9.05 1.60  0.0716
H -1.25 -9.96 2.93  0.0710
H -0.38 -7.06 3.37  0.0678
H 0.21 -7.37 4.79  0.0701
C 10.64 1.47 1.58  -0.0851
O 9.35 0.81 1.49  -0.1964
C 8.26 1.73 1.40  -0.1937
C 6.88 1.02 1.08  -0.3829
C 6.92 0.40 -0.33  -0.0924
N 5.71 1.89 1.05  0.0213
H 11.25 0.73 1.07  0.0845
H 11.01 1.60 2.60  0.0820
H 10.69 2.41 1.03  0.0783
H 8.14 2.16 2.39  0.1141
H 8.52 2.61 0.81  0.1100
H 6.74 0.20 1.79  0.1325
H 7.70 -0.35 -0.42  0.0674
H 7.03 1.04 -1.21  0.0754
H 6.00 -0.15 -0.55  0.0650
H 5.03 1.48 0.42  0.0548
H 5.92 2.78 0.60  0.0661
C 6.37 5.34 -4.34  -0.1347
O 6.64 5.52 -2.98  -0.2070
C 7.65 6.47 -2.62  -0.1633
C 9.04 6.30 -3.37  -0.4206
C 9.59 4.88 -3.03  -0.0575
N 9.94 7.26 -2.77  0.0175
H 6.09 6.30 -4.77  0.0869
H 5.57 4.62 -4.49  0.0915
H 7.23 5.03 -4.93  0.0746
H 7.18 7.44 -2.80  0.1125
H 7.74 6.49 -1.53  0.1252
H 8.98 6.35 -4.45  0.1210
H 9.73 4.74 -1.96  0.0753
H 10.51 4.60 -3.55  0.0746
H 8.74 4.23 -3.26  0.0622
H 9.64 8.20 -3.00  0.0697
H 10.86 7.13 -3.18  0.0716
C -5.84 -2.67 -0.98  -0.0736
O -6.18 -4.08 -1.00  -0.2092
C -5.03 -4.90 -1.28  -0.2183
C -5.39 -6.39 -1.21  -0.4119
C -5.82 -6.84 0.26  -0.0533
N -4.33 -7.30 -1.63  0.0222
H -5.22 -2.40 -1.84  0.0816
H -5.34 -2.58 -0.01  0.0817
H -6.80 -2.15 -0.96  0.0868
H -4.55 -4.66 -2.22  0.1182
H -4.28 -4.71 -0.52  0.1156
H -6.27 -6.51 -1.83  0.1329
H -5.01 -6.70 0.97  0.0708
H -6.06 -7.90 0.24  0.0643
H -6.70 -6.24 0.48  0.0655
H -3.63 -7.30 -0.89  0.0628
H -4.71 -8.23 -1.63  0.0644
C -4.04 2.09 -5.34  -0.1020
O -3.37 0.86 -5.52  -0.1964
C -4.07 0.00 -6.33  -0.2445
C -3.18 -1.23 -6.52  -0.4340
C -2.02 -0.81 -7.34  -0.0781
N -3.95 -2.40 -7.04  0.0414
H -4.13 2.59 -6.31  0.0874
H -3.37 2.69 -4.73  0.0880
H -5.01 2.09 -4.84  0.0875
H -4.98 -0.24 -5.77  0.1249
H -4.30 0.43 -7.31  0.1318
H -2.76 -1.49 -5.54  0.1318
H -1.23 -1.55 -7.30  0.0790
H -1.67 0.17 -7.02  0.0791
H -2.27 -0.65 -8.39  0.0822
H -4.88 -2.50 -6.67  0.0582
H -3.42 -3.22 -6.77  0.0632
C -12.66 -5.91 6.64  -0.0706
O -11.80 -4.79 6.35  -0.2126
C -10.42 -5.01 6.31  -0.2167
C -9.67 -3.69 5.95  -0.4448
C -8.18 -3.83 5.76  -0.0832
N -9.85 -2.75 7.02  0.0302
H -12.37 -6.62 5.86  0.0791
H -13.73 -5.71 6.61  0.0877
H -12.37 -6.37 7.58  0.0805
H -10.09 -5.38 7.28  0.1270
H -10.23 -5.69 5.48  0.1216
H -10.02 -3.20 5.04  0.1407
H -7.78 -2.86 5.46  0.0768
H -7.84 -4.54 5.00  0.0722
H -7.61 -4.11 6.64  0.0758
H -10.80 -2.42 7.02  0.0709
H -9.86 -3.36 7.82  0.0655
C -2.54 6.23 3.33  -0.0891
O -2.30 6.97 2.11  -0.1703
C -1.17 7.80 2.29  -0.2364
C -0.77 8.43 0.97  -0.4598
C -0.10 7.45 -0.02  -0.0610
N 0.10 9.56 1.17  0.0305
H -2.57 6.88 4.20  0.0813
H -1.65 5.62 3.46  0.0828
H -3.44 5.63 3.23  0.0881
H -1.33 8.55 3.06  0.1250
H -0.23 7.33 2.58  0.1201
H -1.67 8.81 0.49  0.1375
H -0.76 6.83 -0.61  0.0726
H 0.64 6.77 0.41  0.0749
H 0.50 7.98 -0.76  0.0637
H 0.91 9.16 1.61  0.0729
H 0.34 9.81 0.22  0.0672
C -1.10 4.56 -12.25  -0.1343
O -0.20 5.24 -11.43  -0.1757
C -0.36 4.95 -10.04  -0.1925
C 0.47 5.85 -9.09  -0.4605
C 0.10 5.53 -7.63  -0.0742
N 0.18 7.23 -9.23  0.0322
H -0.94 4.88 -13.28  0.0902
H -2.13 4.83 -12.01  0.0805
H -1.14 3.48 -12.14  0.0848
H -1.39 5.00 -9.70  0.1244
H 0.09 3.98 -9.80  0.1240
H 1.51 5.56 -9.27  0.1313
H -0.96 5.72 -7.44  0.0770
H 0.55 6.25 -6.95  0.0693
H 0.42 4.55 -7.27  0.0739
H 0.86 7.84 -8.81  0.0769
H 0.32 7.53 -10.19  0.0729

***

Relative energies, unit eV: *a* 0.000; *b* 2.996

***

*a*
Computed, not measured: an isolated molecule of C22H28N2O4, with ωB97M-V with the def2-TZVPD basis set.

As for the lowest unoccupied orbital energy: 0.0078 hartree. The SMILES is Cc1cc(C)c2[nH]c(=O)c(CN(C[C@H]3CCCO3)C(=O)[C@@H]3CCCO3)cc2c1. As for the orbital gap: 8.5363 eV.

Each line ends with the Löwdin charge.
Element x y z (Å)
C 6.77 0.56 1.18  -0.0525
C 5.58 0.13 0.38  -0.2730
C 5.74 -0.26 -0.95  0.0007
C 4.69 -0.66 -1.74  -0.1986
C 4.90 -1.07 -3.17  -0.0421
C 3.40 -0.69 -1.17  -0.1406
N 2.31 -1.09 -1.89  0.1836
C 1.01 -1.16 -1.44  -0.3944
O 0.14 -1.56 -2.18  0.0643
C 0.83 -0.74 -0.05  -0.0932
C -0.58 -0.73 0.50  -0.0802
N -1.32 0.42 0.01  -0.0018
C -0.88 1.71 0.51  -0.0726
C -1.54 2.09 1.85  -0.2846
C -3.04 2.41 1.70  -0.1087
C -3.70 1.61 2.84  -0.1415
C -2.70 0.46 3.01  -0.1953
O -1.43 1.05 2.82  -0.1173
C -2.29 0.39 -0.92  -0.3801
O -2.77 1.42 -1.39  0.0529
C -2.82 -0.99 -1.33  -0.2289
C -4.06 -0.86 -2.22  -0.1136
C -5.17 -0.78 -1.17  -0.1445
C -4.66 -1.74 -0.10  -0.1875
O -3.24 -1.71 -0.17  -0.1159
C 1.89 -0.35 0.69  0.0433
C 3.21 -0.31 0.17  -0.1376
C 4.32 0.10 0.93  0.0096
H 7.25 1.42 0.71  0.0818
H 6.48 0.83 2.19  0.0742
H 7.50 -0.25 1.23  0.0819
H 6.74 -0.23 -1.38  0.1208
H 4.32 -0.43 -3.84  0.0872
H 5.95 -0.98 -3.44  0.0787
H 4.60 -2.10 -3.33  0.0870
H 2.44 -1.38 -2.85  0.1494
H -0.53 -0.67 1.59  0.1258
H -1.10 -1.64 0.21  0.1259
H 0.21 1.68 0.64  0.1190
H -1.13 2.47 -0.23  0.1330
H -0.99 2.95 2.25  0.1464
H -3.23 3.47 1.78  0.1166
H -3.40 2.07 0.74  0.0948
H -4.70 1.27 2.59  0.1083
H -3.74 2.21 3.75  0.1114
H -2.71 0.02 4.00  0.1236
H -2.88 -0.32 2.26  0.1091
H -2.02 -1.55 -1.82  0.1314
H -4.00 0.03 -2.83  0.1157
H -4.17 -1.74 -2.85  0.1206
H -6.15 -1.08 -1.56  0.1112
H -5.24 0.23 -0.78  0.1103
H -4.97 -1.46 0.91  0.1134
H -5.00 -2.77 -0.30  0.1205
H 1.74 -0.06 1.72  0.1326
H 4.16 0.39 1.96  0.1193

***

*b*
Computed, not measured: an isolated molecule of C22H28N2O4, with ωB97M-V with the def2-TZVPD basis set.

As for the lowest unoccupied orbital energy: 0.0254 hartree. The SMILES is COc1ccc2[nH]c(C)c(CCNCc3cc(OC)c(OC)c(OC)c3)c2c1. As for the orbital gap: 8.1901 eV.

Each line ends with the Löwdin charge.
Element x y z (Å)
C -1.51 -4.25 -1.54  -0.1027
O -0.94 -2.99 -1.79  -0.1111
C 0.08 -2.56 -0.98  -0.2802
C 0.46 -3.20 0.21  -0.0365
C 1.49 -2.71 0.98  -0.0215
C 2.16 -1.57 0.55  -0.2315
N 3.20 -0.88 1.10  0.1139
C 3.52 0.18 0.28  -0.2520
C 4.61 1.12 0.66  -0.0152
C 2.68 0.19 -0.80  -0.1495
C 2.68 1.18 -1.92  -0.1210
C 1.51 2.16 -1.78  -0.2190
N 1.64 2.92 -0.55  -0.0615
C 0.42 3.61 -0.17  -0.1823
C -0.64 2.59 0.17  -0.2320
C -0.35 1.61 1.11  0.0232
C -1.28 0.62 1.39  -0.1822
O -1.09 -0.35 2.33  -0.0810
C 0.05 -0.28 3.14  -0.0739
C -2.52 0.59 0.73  -0.1313
O -3.44 -0.40 1.04  -0.1116
C -3.04 -1.70 0.67  -0.0685
C -2.82 1.60 -0.20  -0.1862
O -3.97 1.75 -0.90  -0.0636
C -5.03 0.83 -0.79  -0.0688
C -1.86 2.58 -0.46  0.0320
C 1.79 -0.92 -0.65  -0.1127
C 0.74 -1.42 -1.41  0.0638
H -0.75 -5.04 -1.53  0.0966
H -2.06 -4.27 -0.59  0.0831
H -2.21 -4.43 -2.35  0.0937
H -0.07 -4.08 0.54  0.1012
H 1.77 -3.21 1.89  0.1124
H 3.69 -1.13 1.94  0.1564
H 5.26 0.67 1.41  0.0747
H 5.21 1.38 -0.21  0.0782
H 4.19 2.04 1.07  0.0785
H 2.57 0.65 -2.87  0.1167
H 3.62 1.73 -1.94  0.1064
H 0.58 1.60 -1.72  0.1108
H 1.46 2.81 -2.67  0.1208
H 2.41 3.58 -0.63  0.1153
H 0.04 4.28 -0.96  0.1167
H 0.64 4.21 0.71  0.1236
H 0.62 1.62 1.58  0.1129
H 0.08 0.67 3.70  0.1003
H 0.97 -0.38 2.56  0.0690
H -0.03 -1.11 3.84  0.0977
H -3.89 -2.35 0.91  0.0968
H -2.16 -2.03 1.22  0.0816
H -2.83 -1.76 -0.41  0.0907
H -5.83 1.25 -1.41  0.0927
H -5.38 0.73 0.24  0.0967
H -4.75 -0.15 -1.18  0.0915
H -2.12 3.34 -1.19  0.1234
H 0.43 -0.94 -2.33  0.1245

***

Relative energies, unit eV: *a* 0.000; *b* 2.625